Formula: C10H19PSi
Source: OMol25
Level of theory: ωB97M-V/def2-TZVPD

The geometry in ORCA input format:
```
! RIJCOSX wB97M-V def2-TZVPD def2/J DEFGRID3
* xyz 0 1
C 0.19537 1.45824 -0.07421
C -0.23738 0.21949 -0.18479
C 0.76175 -0.77053 0.02964
C 1.63930 1.62581 -0.01493
C 2.26044 0.18757 0.04786
C 2.99838 -0.26925 -1.24012
C 3.01230 -0.23472 1.32962
C -2.87842 1.55861 0.18697
C -2.40148 -1.21892 1.55118
C -2.78994 -0.71502 -1.60080
Si -2.10934 -0.13980 -0.00568
P 0.71910 -2.47270 0.15647
H -0.45882 2.30493 0.01398
H 1.94122 1.98052 -0.98906
H 2.04806 2.26844 0.64488
H 3.84629 0.35065 -1.45171
H 2.22769 -0.27102 -2.00976
H 3.20187 -1.40521 -1.20276
H 2.77558 -1.34035 1.32759
H 2.53014 0.27544 2.24329
H 4.12383 0.01572 1.36052
H -2.64234 2.20000 -0.60419
H -3.90105 1.32098 0.05693
H -2.77649 2.15373 1.11902
H -2.09284 -2.31683 1.25854
H -1.57769 -0.89150 2.11247
H -3.36808 -1.23265 2.03610
H -3.54482 -1.54268 -1.60318
H -2.98191 0.13796 -2.30886
H -1.86954 -1.13064 -2.00264
H 2.10509 -2.84433 0.34381
*
```

Summary:
Kohn-Sham gap, eV: 8.25
Energy above the lowest of the compared OMol25 structures with the same formula, charge and spin, kcal per mole: 6.8
SMILES string: [H]/P=C1/C([Si](C)(C)C)=CCC1(C)C
Largest force on an atom, Eh/bohr: 0.0857
Electronic energy, hartree: -1023.18745